Record 1
Below is an isolated molecule of C4H9NO2, with properties calculated with ωB97M-V/def2-TZVPD.

Calculated values
ΔE to the lowest compared entry with this formula, charge and spin in kcal per mole: 58.1
Frontier orbital gap in eV: 10.6
DFT total energy in eV: -9877.540

Each line ends with the natural charge from an NBO analysis.
Geometry (Å):
1 C 1.65642 -0.24390 -1.28169  -0.470
2 N 1.96776 0.71602 -0.23945  -0.447
3 C 1.27016 1.01005 0.76154  0.402
4 O 0.04316 0.54123 1.21909  -0.575
5 C -1.13373 0.68935 0.42458  -0.090
6 C -1.78842 -0.68959 0.31031  -0.086
7 O -0.80753 -1.68909 0.17061  -0.711
8 H 0.82231 -0.91510 -1.06215  0.212
9 H 1.46202 0.29030 -2.21811  0.208
10 H 2.55784 -0.83462 -1.47751  0.209
11 H 1.65365 1.70403 1.50624  0.158
12 H -1.81075 1.38377 0.93882  0.186
13 H -0.87765 1.11297 -0.55126  0.182
14 H -2.40845 -0.88610 1.19807  0.161
15 H -2.44337 -0.71418 -0.56617  0.186
16 H -0.16342 -1.47515 0.86709  0.477

=====

Record 2
Below is a 3-piece molecular cluster, C4H13NO2 overall in a non-equilibrium geometry, with properties calculated with ωB97M-V/def2-TZVPD.

Calculated values
ΔE to the lowest compared entry with this formula, charge and spin in kcal per mole: 25.0
Frontier orbital gap in eV: 10.9
DFT total energy in eV: -9943.114

Each line ends with the natural charge from an NBO analysis.
Geometry (Å):
1 C 1.46868 -1.06450 1.37682  -0.031
2 N 0.26110 -0.78470 1.19896  -0.431
3 C -0.05012 0.40039 0.42372  -0.256
4 C -1.24247 0.18917 -0.53134  -0.413
5 C -1.03829 0.96174 -1.84004  -0.605
6 H 2.23686 -0.46824 0.87081  0.149
7 H 1.82913 -1.88284 1.97349  0.177
8 H 0.82252 0.77373 -0.13787  0.157
9 H -0.28442 1.22737 1.09634  0.220
10 H -2.14938 0.54316 -0.05929  0.218
11 H -1.30556 -0.88676 -0.70684  0.207
12 H -1.98070 1.13264 -2.35447  0.216
13 H -0.42204 0.40207 -2.54791  0.196
14 H -0.57129 1.91280 -1.60332  0.204
15 O -2.18393 -0.14175 2.80262  -0.958
16 H -1.61798 -0.66837 2.21121  0.487
17 H -1.64320 -0.05344 3.60192  0.464
18 O 2.93024 -0.40096 -1.69253  -0.935
19 H 2.96806 -0.86342 -2.53920  0.471
20 H 1.97280 -0.32810 -1.54309  0.465

=====

Record 3
Below is an isolated molecule of C20H26O5, with properties calculated with ωB97M-V/def2-TZVPD.

Calculated values
ΔE to the lowest compared entry with this formula, charge and spin in kcal per mole: 0.0
Frontier orbital gap in eV: 9.7
DFT total energy in eV: -31398.531

Each line ends with the natural charge from an NBO analysis.
Geometry (Å):
1 C -6.33113 -1.16037 -1.80838  -0.374
2 C -5.27949 -1.63493 -1.16982  -0.200
3 C -4.99686 -1.38905 0.28083  -0.118
4 O -3.69090 -0.83827 0.46691  -0.483
5 C -2.68562 -1.69808 0.60991  0.757
6 O -2.80489 -2.89964 0.62593  -0.595
7 C -1.37946 -1.00331 0.76947  0.182
8 C -0.26674 -1.69633 1.02595  -0.212
9 C 1.07340 -1.03933 1.14720  -0.293
10 C 2.14606 -1.85740 0.47034  0.085
11 C 1.94346 -2.33728 -0.81826  -0.254
12 C 2.93158 -3.05786 -1.46309  -0.189
13 C 4.13675 -3.30724 -0.82766  -0.221
14 C 4.34410 -2.83861 0.45753  -0.205
15 C 3.35280 -2.11946 1.10307  -0.236
16 C 1.00308 0.36303 0.51746  -0.249
17 C 2.24753 1.20905 0.82522  -0.414
18 C 3.18083 1.38974 -0.37342  -0.419
19 C 2.53682 2.15057 -1.54358  -0.060
20 O 1.94457 3.36532 -1.16761  -0.738
21 C -0.27423 1.06831 0.99314  0.412
22 O -0.33973 2.31015 0.38183  -0.560
23 C -1.40800 3.14320 0.82246  -0.062
24 C -1.28818 4.48095 0.11352  -0.628
25 O -1.44830 0.34959 0.65124  -0.501
26 H -6.50601 -1.37230 -2.84885  0.203
27 H -7.06764 -0.54904 -1.31318  0.190
28 H -4.54349 -2.24683 -1.67309  0.208
29 H -5.69076 -0.65994 0.70370  0.196
30 H -5.05690 -2.33669 0.83263  0.215
31 H -0.33288 -2.76776 1.12009  0.245
32 H 1.32643 -0.94260 2.21169  0.220
33 H 1.00154 -2.14900 -1.31325  0.219
34 H 2.76155 -3.42648 -2.46390  0.214
35 H 4.90955 -3.86816 -1.33175  0.214
36 H 5.27962 -3.03362 0.96083  0.214
37 H 3.52123 -1.76243 2.10937  0.209
38 H 0.89502 0.24401 -0.56395  0.218
39 H 2.81366 0.74261 1.63371  0.208
40 H 1.93979 2.19656 1.17385  0.219
41 H 3.51926 0.41699 -0.73516  0.209
42 H 4.05380 1.95132 -0.03603  0.208
43 H 3.31381 2.40386 -2.27046  0.181
44 H 1.80241 1.50915 -2.05086  0.149
45 H 1.14897 3.16084 -0.65356  0.485
46 H -0.25977 1.18389 2.09873  0.143
47 H -2.36382 2.66087 0.59075  0.190
48 H -1.33536 3.26925 1.91301  0.166
49 H -1.34833 4.33779 -0.96149  0.219
50 H -2.09411 5.13626 0.43111  0.218
51 H -0.33503 4.94869 0.34587  0.215

=====

Record 4
Below is an isolated molecule of C4H5FN2O in a non-equilibrium geometry, with properties calculated with ωB97M-V/def2-TZVPD.

Calculated values
ΔE to the lowest compared entry with this formula, charge and spin in kcal per mole: 51.4
Frontier orbital gap in eV: 9.9
DFT total energy in eV: -11971.815

Each line ends with the natural charge from an NBO analysis.
Geometry (Å):
1 O 2.32746 -1.62180 -1.21384  -0.678
2 C 1.23160 -0.88973 -0.82216  0.426
3 C 0.55981 -0.81163 0.38095  -0.396
4 C -0.37777 0.19556 0.28676  0.138
5 C -1.18132 1.05559 1.30792  0.031
6 F -2.12591 1.84053 0.68411  -0.347
7 N -0.56622 0.26957 -0.99831  -0.321
8 N 0.47600 -0.18187 -1.78802  -0.344
9 H 2.28818 -1.90552 -2.14018  0.501
10 H 0.68965 -1.06702 1.53054  0.224
11 H -0.50927 1.53343 2.00396  0.187
12 H -1.72808 0.52623 2.04300  0.183
13 H -1.08415 1.05666 -1.27472  0.395

=====

Record 5
Below is a 2-piece molecular cluster, C18H15N2O7S2 overall in a non-equilibrium geometry, with properties calculated with ωB97M-V/def2-TZVPD.

Calculated values
ΔE to the lowest compared entry with this formula, charge and spin in kcal per mole: 33.9
Frontier orbital gap in eV: 4.8
DFT total energy in eV: -57892.758
Total charge: -1

Each line ends with the natural charge from an NBO analysis.
Geometry (Å):
1 C -0.62150 4.78933 -2.14501  -0.190
2 C -1.49161 3.71961 -2.15187  -0.213
3 C -1.95828 3.21245 -0.95731  -0.150
4 C -1.55631 3.77681 0.22939  -0.321
5 S -2.19139 3.11655 1.77482  2.087
6 C -0.69031 2.51569 2.53420  -0.600
7 C -0.36330 3.02538 3.69097  -0.244
8 S 0.33856 1.26168 1.78370  2.070
9 C 1.89493 2.14433 1.58542  -0.228
10 C 2.12376 2.87426 0.44229  -0.215
11 C 3.32767 3.52303 0.26789  -0.207
12 C 4.29533 3.43732 1.24589  -0.193
13 C 4.05949 2.71711 2.39806  -0.218
14 C 2.85607 2.06454 2.56381  -0.204
15 O 0.56327 0.17050 2.80288  -0.834
16 O -0.12987 1.09933 0.35930  -0.900
17 O -2.57733 4.32598 2.59390  -0.925
18 O -3.16510 2.00664 1.46784  -0.868
19 C -0.68689 4.84204 0.23783  -0.137
20 C -0.21083 5.34876 -0.95312  -0.241
21 H -0.26848 5.19650 -3.07616  0.212
22 H -1.82426 3.29359 -3.08458  0.220
23 H -2.63248 2.37079 -0.93179  0.256
24 H 0.51578 2.70472 4.21881  0.225
25 H -0.98783 3.77306 4.15026  0.246
26 H 1.35962 2.91568 -0.31618  0.246
27 H 3.51716 4.07739 -0.63649  0.213
28 H 5.23840 3.93715 1.11069  0.210
29 H 4.81697 2.65060 3.16109  0.217
30 H 2.66227 1.47130 3.44231  0.244
31 H -0.39303 5.27761 1.17844  0.225
32 H 0.46303 6.18986 -0.95166  0.216
33 C -0.50248 -2.77573 3.24061  -0.590
34 C 0.21327 -3.43331 2.21750  0.601
35 O -0.02986 -3.24355 1.02987  -0.721
36 N 1.20911 -4.32353 2.59149  -0.648
37 C 1.51066 -4.61135 3.90384  0.790
38 O 2.39714 -5.38982 4.19231  -0.695
39 N 0.76268 -3.98490 4.87546  -0.649
40 C -0.24597 -3.07273 4.59593  0.599
41 O -0.88787 -2.55776 5.50722  -0.727
42 H -1.23478 -2.02984 2.98026  0.222
43 H 1.73868 -4.77638 1.86337  0.410
44 H 0.96714 -4.19077 5.84207  0.409

=====

Record 6
Below is an isolated ion of composition C2H8N5 and charge +1 in a non-equilibrium geometry, with properties calculated with ωB97M-V/def2-TZVPD.

Calculated values
ΔE to the lowest compared entry with this formula, charge and spin in kcal per mole: 0.0
Frontier orbital gap in eV: 9.4
DFT total energy in eV: -9647.980
Total charge: +1

Each line ends with the natural charge from an NBO analysis.
Geometry (Å):
1 N -3.12091 -0.06465 -0.05331  -0.734
2 C -1.95421 0.53567 0.13231  0.362
3 N -0.79937 -0.00568 -0.13043  -0.334
4 N 0.34415 0.71389 -0.01273  -0.433
5 C 1.50172 0.11488 0.00575  0.591
6 N 2.58364 0.90276 -0.04416  -0.772
7 N 1.69237 -1.23513 0.02500  -0.819
8 H -3.97888 0.41330 0.16689  0.438
9 H -3.18853 -0.98890 -0.45170  0.418
10 H -1.93415 1.53908 0.53744  0.243
11 H -0.76216 -0.94397 -0.54288  0.390
12 H 2.45240 1.89112 -0.16792  0.429
13 H 3.51527 0.52859 -0.02769  0.409
14 H 1.00987 -1.82929 0.46523  0.401
15 H 2.63877 -1.57166 0.09820  0.412

=====

Record 7
Below is a 2-piece molecular cluster, C24H20BF6N4O8S overall in a non-equilibrium geometry, with properties calculated with ωB97M-V/def2-TZVPD.

Calculated values
ΔE to the lowest compared entry with this formula, charge and spin in kcal per mole: 51.9
Frontier orbital gap in eV: 4.9
DFT total energy in eV: -75361.667
Total charge: -1

Each line ends with the natural charge from an NBO analysis.
Geometry (Å):
1 C -3.99783 4.02119 -1.21343  -0.632
2 C -3.01913 2.91297 -1.33959  -0.217
3 C -2.61559 2.28316 -2.49384  -0.260
4 C -1.66759 1.22559 -2.27416  -0.337
5 C -1.30812 1.07102 -0.95163  -0.318
6 B -0.32230 -0.22948 -0.28499  0.825
7 C 0.88892 0.78574 -0.62919  -0.255
8 C 1.34751 1.67706 0.32941  -0.168
9 C 2.38578 2.54758 0.02085  -0.156
10 C 2.91121 3.43855 1.11434  0.980
11 F 3.66519 4.47248 0.63612  -0.332
12 F 1.88906 3.97705 1.85212  -0.331
13 F 3.70364 2.73254 1.98776  -0.335
14 C 2.96440 2.56680 -1.24195  -0.209
15 C 2.50242 1.65500 -2.18463  -0.142
16 C 3.14208 1.57966 -3.54132  0.980
17 F 3.16319 0.29097 -4.01258  -0.331
18 F 2.45112 2.32676 -4.46635  -0.336
19 F 4.42938 2.03483 -3.53811  -0.331
20 C 1.46470 0.77690 -1.89121  -0.144
21 O -0.82097 -0.30851 1.03307  -0.763
22 C -2.09113 -0.87935 1.28362  -0.038
23 C -2.81173 -1.57507 0.07733  -0.137
24 C -3.36433 -2.90020 0.58408  -0.596
25 C -3.99266 -0.73931 -0.36368  -0.595
26 C -1.91641 -1.87410 -1.16737  -0.040
27 O -0.66049 -1.21622 -1.22041  -0.761
28 S -2.14287 2.22463 0.03301  0.372
29 H -4.38168 4.28402 -2.20594  0.213
30 H -4.84840 3.73406 -0.58162  0.211
31 H -3.52989 4.91094 -0.77531  0.212
32 H -2.99695 2.57650 -3.47280  0.203
33 H -1.24015 0.65826 -3.09644  0.218
34 H 0.88135 1.72053 1.31042  0.233
35 H 3.77670 3.24644 -1.47752  0.236
36 H 1.11343 0.08468 -2.65803  0.233
37 H -1.90996 -1.61361 2.08421  0.167
38 H -2.71720 -0.06937 1.68328  0.185
39 H -3.92795 -3.40392 -0.21278  0.199
40 H -2.55041 -3.56346 0.90410  0.225
41 H -4.03119 -2.72469 1.43766  0.197
42 H -4.57745 -1.28958 -1.11424  0.194
43 H -4.64022 -0.52407 0.49570  0.193
44 H -3.66100 0.20800 -0.79412  0.235
45 H -1.64151 -2.93952 -1.21417  0.187
46 H -2.45325 -1.62688 -2.10285  0.176
47 O 3.28377 -1.92237 5.40142  -0.347
48 N 2.55066 -2.63696 4.69811  0.509
49 O 2.08680 -3.73746 5.08456  -0.403
50 C 2.16001 -2.22871 3.35453  -0.015
51 C 1.16192 -2.91499 2.66633  -0.124
52 C 0.83349 -2.60411 1.32421  0.069
53 N 0.14069 -3.63647 0.61504  0.482
54 O -0.58820 -4.40906 1.29505  -0.416
55 O 0.27872 -3.75368 -0.61846  -0.350
56 C 1.37406 -1.47713 0.59041  -0.080
57 C 2.52581 -0.98691 1.24038  0.041
58 N 3.68065 -0.46591 0.64953  0.411
59 O 4.05691 -0.30631 -0.50270  -0.345
60 O 4.58486 -0.22240 1.72461  -0.138
61 N 4.09273 -0.71930 2.89824  -0.091
62 C 2.87073 -1.24155 2.58030  0.095
63 H 0.65199 -3.75196 3.14898  0.285
64 H 1.41265 -1.53131 -0.49736  0.307

=====

Record 8
Below is an isolated molecule of C2HNO3 in a non-equilibrium geometry, with properties calculated with ωB97M-V/def2-TZVPD.

Calculated values
ΔE to the lowest compared entry with this formula, charge and spin in kcal per mole: 0.0
Frontier orbital gap (alpha / beta) in eV: 9.2 / 8.7
2S+1: 3
DFT total energy in eV: -9717.383
⟨S²⟩: 2.022

Each line ends with the natural charge from an NBO analysis.
Geometry (Å):
1 C 0.64366 -0.37826 0.08181  0.346
2 C 1.73935 0.60417 -0.30960  0.443
3 N 2.79995 0.35326 0.40413  -0.031
4 O 1.32716 1.52254 -0.98764  -0.468
5 O 3.00502 -0.85117 0.68694  -0.075
6 O 1.07319 -1.42092 0.40054  -0.399
7 H -0.43686 0.10978 0.02552  0.184

=====

Q: Which formula does entry 5 have?
A: C18H15N2O7S2

=====

Q: Which formula does entry 3 have?
A: C20H26O5